DFT (ωB97M-V with the def2-TZVPD basis set) results for a 10-piece molecular cluster, H20O10 overall.

Output
structure (SMILES): O.O.O.O.O.O.O.O.O.O
largest force on an atom: 0.49 eV Å⁻¹
molecular weight: 180.15 g mol⁻¹
LUMO energy: -0.27 eV
energy relative to the best compared isomer or geometry (same formula, charge and spin): 95.3 kcal/mol
HOMO level: -10.9905 eV
HOMO-LUMO gap: 10.7200 eV

Each line ends with the natural charge from an NBO analysis.
Atoms and positions in Å:
O (-0.1094, -0.5505, -1.0262)  -0.925
H (-1.0592, -0.5728, -0.8637)  0.451
H (0.2753, -0.4261, -0.1513)  0.472
O (-4.3650, -3.6226, -0.0664)  -0.932
H (-5.1133, -3.7720, 0.5224)  0.472
H (-3.9512, -2.8234, 0.2785)  0.461
O (1.0329, 3.8862, -0.8210)  -0.938
H (0.9816, 3.6914, 0.1216)  0.465
H (1.9764, 3.8559, -1.0157)  0.473
O (-3.3466, 3.5781, 0.1041)  -0.931
H (-3.1133, 2.7547, 0.5474)  0.463
H (-2.5980, 3.7515, -0.4777)  0.467
O (3.1800, -2.7296, 0.7528)  -0.933
H (4.0914, -2.4931, 0.5466)  0.462
H (2.9466, -3.3757, 0.0767)  0.471
O (2.4359, -0.0482, 3.8434)  -0.935
H (2.6589, 0.7129, 3.2956)  0.466
H (3.1871, -0.6425, 3.7360)  0.469
O (4.8350, 1.5822, -0.1780)  -0.939
H (4.1412, 1.0088, -0.5227)  0.472
H (5.5483, 0.9757, 0.0509)  0.467
O (-4.6410, 1.1053, -0.1510)  -0.932
H (-5.5003, 0.9249, -0.5485)  0.481
H (-4.0614, 0.4356, -0.5314)  0.451
O (2.2656, -1.4812, -3.5029)  -0.926
H (2.8041, -1.9429, -2.8504)  0.460
H (2.3195, -2.0380, -4.2878)  0.466
O (-2.1583, -0.8647, 1.2899)  -0.916
H (-2.0473, 0.0884, 1.3808)  0.474
H (-2.6155, -0.9683, 0.4477)  0.444

=====

DFT (ωB97M-V with the def2-TZVPD basis set) results for C21H43AlClF8MgN4NaO11PS2Si as an isolated structure in a non-equilibrium geometry.

Output
largest force on an atom: 2.64 eV Å⁻¹
molecular weight: 912.50 g mol⁻¹
LUMO energy: -12.34 eV
HOMO level: -13.3507 eV
charge: +3
HOMO-LUMO gap: 1.0118 eV

Each line ends with the Mulliken charge.
Atoms and positions in Å:
C (1.1307, 1.5917, -1.8919)  -0.922
Si (-0.6157, 1.9952, -2.4436)  0.331
C (-0.6143, 3.2582, -3.8365)  -0.843
C (-1.6402, 2.5803, -0.9710)  -0.514
O (-1.3121, 0.5861, -3.0973)  -0.213
C (-2.2477, -0.1791, -2.3778)  -0.469
C (-2.5673, -1.4218, -3.2521)  -0.680
C (-1.2872, -1.9140, -3.8416)  0.283
N (-0.1502, -2.0564, -3.1757)  0.164
C (0.8544, -2.5191, -4.0121)  -0.199
C (0.2822, -2.6497, -5.2265)  -0.794
N (-1.0444, -2.2809, -5.0951)  -0.037
H (1.8257, 2.3870, -2.1704)  0.309
H (1.4947, 0.6850, -2.3814)  0.216
H (1.2081, 1.4788, -0.8081)  0.291
H (0.3366, 3.1811, -4.3656)  0.410
H (-0.8349, 4.2640, -3.4801)  0.014
H (-1.3851, 2.9408, -4.5452)  0.309
H (-1.6444, 1.8558, -0.1527)  -0.290
H (-1.2064, 3.5255, -0.6435)  0.453
H (-2.6797, 2.6983, -1.2842)  0.299
H (-3.1936, 0.3459, -2.2234)  0.430
H (-1.8578, -0.5118, -1.4068)  0.251
H (-3.2414, -1.1321, -4.0557)  0.335
H (-3.0288, -2.1893, -2.6293)  0.340
H (0.0304, -1.8534, -2.2071)  0.228
H (1.8786, -2.6991, -3.7036)  0.663
H (0.7866, -2.9754, -6.1190)  0.450
H (-1.7126, -2.2893, -5.8500)  0.214
C (4.7909, -2.0573, -3.6953)  -0.006
O (3.6807, -2.3911, -4.1018)  -0.672
N (5.2605, -2.2957, -2.4644)  0.130
C (6.5877, -1.8656, -2.0500)  -0.854
C (4.4236, -3.0050, -1.5175)  -0.852
H (5.4938, -1.5150, -4.3397)  0.452
H (7.1775, -2.7363, -1.7599)  0.369
H (6.4967, -1.1893, -1.1983)  0.333
H (7.0883, -1.3465, -2.8630)  0.245
H (4.1690, -3.9910, -1.9104)  0.309
H (3.4956, -2.4511, -1.3515)  0.155
H (4.9515, -3.1155, -0.5748)  0.396
O (-1.1402, 0.1434, 1.8686)  -0.520
C (-2.1152, 0.0256, 2.6168)  0.626
O (-2.7993, -1.0759, 2.7925)  -0.381
C (-3.9342, -0.8585, 3.6883)  -0.905
C (-3.5394, 0.3687, 4.4982)  0.406
C (-2.7051, 1.1456, 3.4894)  -0.538
H (-4.8181, -0.7189, 3.0691)  0.421
H (-4.0723, -1.7276, 4.3201)  0.512
H (-4.4438, 1.0590, 4.9433)  0.257
H (-2.9328, 0.0754, 5.3677)  0.033
H (-3.2948, 1.8267, 2.8675)  0.580
H (-1.9175, 1.6916, 4.0200)  0.484
O (-2.4250, -2.4568, 6.0643)  -0.428
C (-2.0892, -3.4691, 5.5285)  0.593
O (-2.3989, -4.6437, 6.1661)  -0.549
C (-2.2519, -5.9687, 5.5946)  -0.288
C (-0.8435, -6.4924, 5.7744)  -1.015
C (-1.2848, -3.4753, 4.2562)  -0.360
H (-2.5728, -5.9735, 4.5549)  0.354
H (-2.9542, -6.6142, 6.1417)  0.330
H (-0.1171, -5.8679, 5.2563)  0.270
H (-0.7663, -7.5072, 5.3869)  0.412
H (-0.5644, -6.5010, 6.8289)  0.314
H (-0.2333, -3.3582, 4.5217)  0.336
H (-1.5967, -2.6069, 3.6813)  -0.316
H (-1.4045, -4.3595, 3.6341)  0.411
Cl (-5.9263, 0.4856, 5.3594)  -0.037
Na (-3.3149, -5.0482, 7.8208)  1.016
C (-2.1983, 7.2314, -4.3448)  -1.208
C (-1.8059, 7.2677, -2.7231)  -0.456
O (-1.9071, 6.0708, -2.2867)  -0.462
H (-3.2290, 6.8789, -4.4826)  0.573
H (-2.1053, 8.2795, -4.7235)  0.370
H (-1.5103, 6.5821, -4.8999)  0.697
H (-2.4804, 8.0371, -2.2983)  0.373
H (-0.8065, 7.7462, -2.7049)  0.304
Mg (-2.7243, 7.9646, -6.6092)  0.825
N (6.1603, 1.8726, -3.3910)  -0.159
S (5.5400, 3.3450, -3.3052)  1.117
O (4.4784, 3.5883, -4.2228)  -0.533
O (6.4973, 4.3667, -3.0740)  -0.517
F (4.8134, 3.1514, -1.9209)  -0.233
S (6.9779, 1.5038, -4.7094)  1.148
O (7.1924, 0.0953, -4.8317)  -0.559
O (8.0716, 2.3381, -5.0619)  -0.504
F (5.9428, 1.7697, -5.8664)  -0.242
F (-0.8729, 0.8003, 9.2288)  -0.298
P (-1.2997, 0.4716, 7.7033)  0.934
F (-1.4847, -1.0823, 8.2066)  -0.312
F (0.2669, 0.0772, 7.4471)  -0.343
F (-1.1333, 0.8031, 6.0387)  -0.328
F (-1.7805, 2.0379, 7.7524)  -0.330
F (-2.8819, 0.1839, 7.2342)  -0.324
Al (-0.3613, 1.8400, 2.9730)  0.421

=====

DFT (ωB97M-V with the def2-TZVPD basis set) results for the molecule C4H8O2 in a non-equilibrium geometry.

Output
structure (SMILES): C[C@@]1(O)C[C@H]1O
largest force on an atom: 2.24 eV Å⁻¹
molecular weight: 88.11 g mol⁻¹
LUMO energy: 0.86 eV
energy relative to the best compared isomer or geometry (same formula, charge and spin): 49.7 kcal/mol
HOMO level: -8.9704 eV
HOMO-LUMO gap: 9.8274 eV

Each line ends with the natural charge from an NBO analysis.
Atoms and positions in Å:
C (-1.1224, 0.2386, -0.9600)  -0.642
C (-0.0717, 0.4839, 0.0763)  0.245
O (0.2593, 1.8088, 0.2743)  -0.687
C (0.0146, -0.6435, 1.2917)  -0.478
C (1.0643, -0.4029, 0.3138)  0.047
O (1.2945, -1.4262, -0.6345)  -0.713
H (-2.0941, 0.6330, -0.6451)  0.208
H (-1.2187, -0.8279, -1.1439)  0.235
H (-0.8644, 0.7337, -1.8982)  0.215
H (-0.5643, 2.2408, 0.5365)  0.466
H (0.2703, -0.4305, 2.3159)  0.220
H (-0.6808, -1.4618, 1.1942)  0.225
H (1.9644, 0.0938, 0.6828)  0.190
H (1.7489, -1.0415, -1.4008)  0.469

=====

DFT (ωB97M-V with the def2-TZVPD basis set) results for the molecule C21H30N2O3 in a non-equilibrium geometry.

Output
structure (SMILES): CCOc1ccccc1CN1CCN(Cc2ccc(C)o2)C[C@@H]1CCO
largest force on an atom: 1.06 eV Å⁻¹
molecular weight: 358.48 g mol⁻¹
LUMO energy: 0.73 eV
energy relative to the best compared isomer or geometry (same formula, charge and spin): 70.9 kcal/mol
HOMO level: -8.1585 eV
HOMO-LUMO gap: 8.8916 eV

Each line ends with the natural charge from an NBO analysis.
Atoms and positions in Å:
C (-2.2911, 0.7898, 2.3563)  -0.643
C (-1.0177, 1.6236, 2.4603)  -0.062
O (-0.2760, 1.6426, 1.2582)  -0.525
C (-0.6786, 2.4200, 0.2079)  0.382
C (-1.7446, 3.3115, 0.2423)  -0.315
C (-2.0670, 4.0598, -0.8775)  -0.192
C (-1.3351, 3.9331, -2.0426)  -0.240
C (-0.2666, 3.0538, -2.0797)  -0.175
C (0.0735, 2.2950, -0.9721)  -0.110
C (1.2288, 1.3346, -1.0352)  -0.244
N (0.9797, 0.2192, -1.9534)  -0.486
C (2.0639, -0.7516, -1.9252)  -0.216
C (2.0350, -1.6664, -0.6971)  -0.250
N (0.7524, -2.3450, -0.6429)  -0.441
C (0.6744, -3.3448, 0.4148)  -0.257
C (0.5698, -2.7738, 1.7954)  0.262
C (-0.5048, -2.6191, 2.6203)  -0.309
C (-0.0369, -1.9210, 3.7620)  -0.331
C (1.2890, -1.6895, 3.5525)  0.288
C (2.3153, -0.9952, 4.3744)  -0.652
O (1.6620, -2.2055, 2.3598)  -0.418
C (-0.3230, -1.3725, -0.5575)  -0.250
C (-0.3147, -0.4398, -1.7762)  -0.050
C (-0.7336, -1.1743, -3.0569)  -0.427
C (-0.8526, -0.2137, -4.2435)  -0.056
O (0.3787, 0.3218, -4.6479)  -0.749
H (-2.0383, -0.2363, 2.1012)  0.221
H (-2.8103, 0.7975, 3.3108)  0.215
H (-2.9531, 1.1835, 1.5889)  0.213
H (-0.3389, 1.1651, 3.1863)  0.197
H (-1.2406, 2.6444, 2.7941)  0.170
H (-2.3353, 3.4345, 1.1364)  0.214
H (-2.9012, 4.7442, -0.8302)  0.213
H (-1.5916, 4.5138, -2.9150)  0.216
H (0.3140, 2.9427, -2.9832)  0.221
H (1.4559, 0.9958, -0.0173)  0.202
H (2.1096, 1.8593, -1.4243)  0.207
H (3.0138, -0.2128, -1.9622)  0.203
H (1.9874, -1.3679, -2.8234)  0.209
H (2.8231, -2.4178, -0.7901)  0.205
H (2.2305, -1.0794, 0.2160)  0.174
H (-0.2128, -3.9565, 0.2285)  0.215
H (1.5627, -3.9774, 0.3365)  0.214
H (-1.5020, -2.9688, 2.4433)  0.226
H (-0.6113, -1.6318, 4.6186)  0.225
H (3.1592, -1.6564, 4.5670)  0.227
H (2.6919, -0.1152, 3.8526)  0.224
H (1.8797, -0.6877, 5.3205)  0.227
H (-1.2726, -1.9113, -0.5154)  0.202
H (-0.2382, -0.7548, 0.3524)  0.183
H (-1.0555, 0.3483, -1.5968)  0.215
H (-0.0225, -1.9655, -3.2894)  0.212
H (-1.7067, -1.6366, -2.8848)  0.207
H (-1.2592, -0.7395, -5.1126)  0.175
H (-1.5491, 0.5986, -3.9756)  0.145
H (0.8311, 0.5955, -3.8291)  0.490

=====

DFT (ωB97M-V with the def2-TZVPD basis set) results for a 2-piece molecular cluster, C3H10N6O3 overall in a non-equilibrium geometry.

Output
structure (SMILES): [H]/N=C/N(O)C=O.NNC(=O)NN
largest force on an atom: 2.14 eV Å⁻¹
molecular weight: 178.15 g mol⁻¹
LUMO energy: 0.01 eV
energy relative to the best compared isomer or geometry (same formula, charge and spin): 43.8 kcal/mol
HOMO level: -9.3454 eV
HOMO-LUMO gap: 9.3587 eV

Each line ends with the natural charge from an NBO analysis.
Atoms and positions in Å:
H (-1.3940, -0.9200, -2.8428)  0.341
N (-0.9254, -0.0267, -2.9806)  -0.603
C (0.1391, -0.0258, -2.2987)  0.249
N (0.9960, 1.0750, -2.2725)  -0.203
O (1.9210, 1.1368, -1.2236)  -0.558
C (1.2842, 1.9236, -3.3052)  0.514
O (0.9589, 1.7410, -4.4690)  -0.542
H (0.5563, -0.8185, -1.6730)  0.144
H (1.4478, 0.7507, -0.4521)  0.492
H (1.8062, 2.8379, -2.9548)  0.133
N (-0.6164, -2.1307, 2.3717)  -0.655
N (-1.5826, -1.1080, 2.5040)  -0.501
C (-1.0814, 0.1726, 2.7261)  0.734
O (-1.5165, 0.9762, 3.5577)  -0.604
N (0.0586, 0.3922, 1.9886)  -0.498
N (0.1401, -0.1451, 0.6980)  -0.663
H (0.3165, -1.8747, 2.7141)  0.354
H (-0.4796, -2.4662, 1.4075)  0.340
H (-2.2834, -1.3937, 3.1812)  0.403
H (0.3450, 1.3619, 2.0344)  0.401
H (0.7040, -0.9831, 0.8010)  0.348
H (-0.7946, -0.4751, 0.4880)  0.372

=====

| no. | energy (Eh) |
| --- | --- |
| 1 | -764.32998 |
| 2 | -5162.70509 |
| 3 | -307.63321 |
| 4 | -1153.40829 |
| 5 | -674.44233 |